Record 1
{"formula": "NO5P", "method": "ωB97M-V/def2-TZVPD", "elements": ["P", "O", "O", "O", "O", "O", "N"], "positions_angstrom": [[-1.542559, 0.022914, -0.040119], [-1.791388, 0.400148, 1.400652], [-1.367003, -1.416062, -0.369802], [2.477625, 0.911655, 0.134026], [-1.923054, 1.121038, -0.966158], [1.691733, -1.115194, -0.053069], [1.502026, 0.128906, -0.077546]], "forces_ev_per_angstrom": [[-1.25, 0.30, 2.12], [0.60, -0.51, -0.36], [-0.05, 0.55, -0.60], [-0.48, -1.09, -0.18], [0.44, -0.33, -1.19], [0.70, 1.61, 0.06], [0.04, -0.53, 0.15]], "energy_ev": -21015.9134, "spin_multiplicity": 1, "homo_ev": 0.09, "orbital_gap_ev": 7.1351, "charge": -2, "de_lowest_kcal_mol": 19.27}

=====

Record 2
{"formula": "F2H2N2", "method": "ωB97M-V/def2-TZVPD", "elements": ["F", "F", "N", "N", "H", "H"], "positions_angstrom": [[-1.566837, -0.766140, 0.606711], [1.051894, -0.243692, -1.481689], [-1.086328, 0.458717, 0.316414], [0.151508, 0.273262, 0.200288], [0.889086, 0.863918, -0.089497], [0.560676, -0.586065, 0.447773]], "forces_ev_per_angstrom": [[-0.81, -0.61, 0.38], [-0.03, 0.12, 0.32], [2.62, 0.38, -0.74], [-2.38, 0.02, 0.70], [0.38, 2.00, -0.91], [0.22, -1.91, 0.25]], "energy_ev": -8442.5460, "spin_multiplicity": 1, "homo_ev": [-10.54, -10.54], "orbital_gap_ev": [9.2970, 9.2930], "de_lowest_kcal_mol": 50.51}

=====

Record 3
{"formula": "C5H6O3", "method": "ωB97M-V/def2-TZVPD", "elements": ["O", "O", "O", "C", "C", "C", "C", "C", "H", "H", "H", "H", "H", "H"], "positions_angstrom": [[-0.186123, 0.235196, 1.576628], [1.822276, -1.164929, 0.478357], [-0.301081, 1.471401, -0.316725], [0.472090, -1.132573, -0.248527], [0.593763, 1.007824, 0.671883], [-0.733629, -0.619195, 0.682187], [-1.217011, 0.432920, -0.436531], [1.405187, 0.029983, -0.316591], [-0.979130, 0.178855, -1.529809], [2.117847, 0.331909, -1.181871], [-1.630920, -1.535623, 0.829296], [0.167069, -2.023193, -1.041228], [0.786750, 1.885099, 1.552179], [-2.317087, 0.902325, -0.719249]], "forces_ev_per_angstrom": [[0.61, -0.78, 0.46], [-2.39, 0.74, -2.11], [-0.01, 1.88, 1.75], [0.93, -1.62, 0.51], [0.38, 2.75, 1.90], [-2.76, -2.90, -4.69], [-2.94, 0.44, -4.37], [1.05, -1.58, 2.04], [-0.57, -1.27, 1.37], [-1.69, -0.27, 1.76], [2.92, 3.06, 0.61], [1.31, 2.70, 2.01], [0.96, -1.92, -3.33], [2.19, -1.24, 2.10]], "energy_ev": -11418.5986, "spin_multiplicity": 1, "homo_ev": -9.56, "orbital_gap_ev": 10.3891, "de_lowest_kcal_mol": 134.06}

=====

Record 4
{"formula": "C3H7N2O2", "method": "ωB97M-V/def2-TZVPD", "elements": ["O", "O", "N", "N", "C", "C", "C", "H", "H", "H", "H", "H", "H", "H"], "positions_angstrom": [[0.163836, -0.918697, -1.001656], [-0.126458, -0.010641, 1.507637], [-0.441554, 0.728034, 0.338442], [-0.158356, 0.337199, -0.803694], [1.677410, -1.605286, -3.421886], [1.280057, -0.476627, -3.601528], [-0.669910, 0.388895, 2.742060], [-0.135417, -0.051973, 3.628700], [-0.537970, 1.479364, 2.958638], [0.428058, -0.973352, -1.927487], [-1.005651, 1.650517, 0.593568], [2.416841, -2.379236, -3.310699], [0.543121, 0.241160, -3.773147], [-1.693678, 0.135011, 3.101766]], "forces_ev_per_angstrom": [[-0.41, 1.29, 3.35], [0.05, -0.96, -1.96], [-0.73, 0.20, 3.05], [-1.20, 0.27, -0.38], [1.37, 0.69, -0.17], [-0.51, -1.65, 0.13], [-0.71, 1.88, 3.39], [0.51, -0.09, -1.63], [-0.04, -0.58, -0.69], [0.62, -0.09, -1.57], [1.77, -1.88, -1.46], [-0.53, -0.19, 0.05], [-0.32, 1.25, -0.39], [0.12, -0.16, -1.72]], "energy_ev": -10284.8159, "spin_multiplicity": 1, "homo_ev": -14.98, "orbital_gap_ev": 9.5185, "charge": 1, "de_lowest_kcal_mol": 184.37}

=====

Record 5
{"formula": "H4O2", "method": "ωB97M-V/def2-TZVPD", "elements": ["O", "O", "H", "H", "H", "H"], "positions_angstrom": [[-1.494446, 0.136279, -0.033713], [1.545706, -0.251682, 0.085585], [1.738047, -1.049568, -0.453637], [-1.251689, 1.034016, -0.405269], [0.625510, -0.243985, -0.049967], [-1.163127, 0.374940, 0.857002]], "forces_ev_per_angstrom": [[1.31, 2.45, 0.40], [1.79, -1.20, -0.59], [0.46, 0.69, 0.57], [-0.74, -1.45, -0.33], [-2.28, 0.42, -0.05], [-0.54, -0.92, 0.00]], "energy_ev": -4159.6527, "spin_multiplicity": 1, "homo_ev": -11.51, "orbital_gap_ev": 12.2734, "de_lowest_kcal_mol": 6.60}

=====

Record 6
{"formula": "C15H22FNO", "method": "ωB97M-V/def2-TZVPD", "elements": ["F", "O", "N", "C", "C", "C", "C", "C", "C", "C", "C", "C", "C", "C", "C", "C", "C", "C", "H", "H", "H", "H", "H", "H", "H", "H", "H", "H", "H", "H", "H", "H", "H", "H", "H", "H", "H", "H", "H", "H"], "positions_angstrom": [[-2.663618, -2.421966, 2.888973], [-0.213045, -2.026807, 1.309556], [0.267135, 1.025072, -1.720143], [0.343483, -0.312902, -1.159847], [-0.792714, -1.202907, -1.665685], [-0.866145, -2.542567, -0.932819], [-0.353696, -1.799430, 2.635239], [0.795215, -1.336706, 3.286207], [0.961137, 2.005511, -0.904911], [0.748293, 1.086094, -3.088137], [0.677134, 3.413897, -1.418492], [-1.492385, -1.700188, 4.776642], [-1.493941, -1.972694, 3.420020], [1.133985, 3.544605, -2.866490], [0.458707, 2.456482, -3.692505], [-1.321557, -2.432885, 0.520456], [0.803671, -1.065051, 4.637395], [-0.343903, -1.244841, 5.393283], [0.238659, 0.318115, -3.672523], [-0.659862, -1.404015, -2.730084], [1.680088, -1.201724, 2.684435], [1.836637, 0.885468, -3.136440], [0.811391, 2.481670, -4.725306], [1.710096, -0.710187, 5.103133], [2.219136, 3.424702, -2.920189], [0.603422, 1.913030, 0.124144], [-1.573867, -3.190051, -1.453452], [0.112942, -3.024538, -0.948854], [-0.345671, -1.033959, 6.450750], [-0.620298, 2.618070, -3.691671], [1.187480, 4.142394, -0.785694], [-1.681814, -3.409186, 0.867824], [-2.137802, -1.706230, 0.605676], [-2.406124, -1.854930, 5.328893], [0.255592, -0.224124, -0.076603], [-1.733303, -0.662768, -1.545372], [-0.396776, 3.597255, -1.360052], [2.054190, 1.829916, -0.903147], [1.314326, -0.794013, -1.376077], [0.883800, 4.532386, -3.258134]], "forces_ev_per_angstrom": [[0.20, 0.06, 0.02], [0.16, 0.01, 0.11], [0.14, -0.03, 0.05], [-0.29, 0.02, -0.05], [0.29, -0.13, 0.12], [-0.08, 0.31, 0.23], [0.07, 0.09, 0.26], [-0.20, -0.08, -0.10], [-0.18, 0.24, 0.13], [-0.26, 0.08, -0.23], [0.31, -0.08, 0.02], [0.06, 0.00, -0.11], [-0.12, -0.04, -0.03], [-0.28, 0.01, 0.02], [0.29, -0.08, -0.01], [-0.35, -0.38, -0.47], [0.05, 0.02, 0.00], [-0.05, -0.01, 0.03], [0.09, -0.02, 0.00], [-0.06, 0.05, -0.05], [0.10, 0.01, -0.09], [-0.04, -0.04, 0.01], [-0.04, 0.00, -0.04], [0.09, 0.03, 0.03], [0.06, 0.04, -0.02], [0.07, -0.04, -0.03], [0.03, -0.07, 0.03], [0.00, -0.16, -0.03], [-0.01, 0.02, 0.10], [-0.06, -0.01, -0.06], [-0.04, 0.03, 0.04], [0.03, 0.19, 0.00], [0.07, -0.08, 0.04], [-0.11, -0.03, 0.02], [0.09, 0.01, -0.06], [-0.05, 0.04, -0.04], [-0.05, 0.03, 0.06], [-0.02, -0.02, 0.03], [0.01, 0.01, 0.08], [0.08, 0.02, -0.02]], "energy_ev": -22166.7421, "spin_multiplicity": 1, "homo_ev": -8.45, "orbital_gap_ev": 9.4352, "de_lowest_kcal_mol": 33.62}

=====

Record 7
{"formula": "C5H9O", "method": "ωB97M-V/def2-TZVPD", "elements": ["O", "C", "C", "C", "C", "C", "H", "H", "H", "H", "H", "H", "H", "H", "H"], "positions_angstrom": [[-1.456148, 0.252378, 0.098865], [1.583555, 0.220981, -0.184047], [2.433744, -0.934355, 0.084170], [1.567966, 1.460379, -0.337610], [-2.822555, 0.588687, -0.175668], [-0.749294, -0.712662, 0.054734], [2.326835, -1.412865, 0.982251], [2.289732, -1.754724, -0.590643], [3.439511, -0.591811, -0.115714], [-2.876386, 1.577716, -0.567827], [-3.275398, -0.108005, -0.833023], [-3.487298, 0.560782, 0.627181], [0.671057, 2.086232, -0.437858], [-1.055647, -1.801236, -0.188231], [2.528792, 1.873150, -0.243119]], "forces_ev_per_angstrom": [[-1.49, 3.21, 0.57], [-1.25, -4.39, 1.35], [-0.11, 0.70, -2.44], [-2.31, 2.21, -0.25], [-0.97, -0.56, -1.06], [4.31, -2.71, -1.07], [-0.25, -0.40, 2.77], [-0.28, -0.18, -0.98], [0.55, 0.13, 0.24], [0.56, 0.59, -0.40], [0.07, -0.78, -1.13], [-0.20, -0.09, 2.22], [0.55, -0.22, 0.00], [-0.48, 1.49, 0.35], [1.30, 0.98, -0.18]], "energy_ev": -7365.1484, "spin_multiplicity": 1, "homo_ev": [-13.58, -13.58], "orbital_gap_ev": [8.5699, 8.5707], "charge": 1, "de_lowest_kcal_mol": 108.21}

=====

Record 8
{"formula": "C22H19F25NO8PS", "method": "ωB97M-V/def2-TZVPD", "elements": ["S", "P", "F", "F", "F", "F", "F", "F", "F", "F", "F", "F", "F", "F", "F", "F", "F", "F", "F", "F", "F", "F", "F", "F", "F", "F", "F", "O", "O", "O", "O", "O", "O", "O", "O", "N", "C", "C", "C", "C", "C", "C", "C", "C", "C", "C", "C", "C", "C", "C", "C", "C", "C", "C", "C", "C", "C", "C", "H", "H", "H", "H", "H", "H", "H", "H", "H", "H", "H", "H", "H", "H", "H", "H", "H", "H", "H"], "positions_angstrom": [[0.739693, -1.522242, 3.378135], [-0.695726, -0.339894, 1.180832], [9.913982, -1.457733, 0.064118], [8.578646, -1.647122, -2.282960], [10.366764, -2.644060, 1.822429], [-5.557546, -1.557287, -4.395647], [-8.526418, 2.826164, 1.975035], [-4.003036, 0.487595, -3.498152], [-8.552194, 6.699045, 2.708584], [-7.807292, -1.366588, -1.719416], [-7.842203, 6.961042, 0.074965], [-1.871979, 0.004406, -3.431444], [8.570032, -2.612684, -4.241656], [9.029240, -4.453187, -2.343935], [-7.196948, 4.990838, 2.891823], [-8.884068, 5.120268, 0.554347], [7.637167, -3.199437, -0.295123], [10.748259, -4.047997, -3.630536], [-0.468029, -2.401947, 3.723612], [-5.942753, 1.648543, -0.076471], [-5.710622, 3.019697, 1.609895], [-2.187294, -1.432282, -1.203200], [-6.370042, 0.172015, -2.234240], [7.718732, -1.991366, 1.524689], [-7.616760, -0.817129, -4.402276], [-3.301935, -2.214913, -2.913276], [-7.380791, 0.968190, 2.072228], [-5.685947, -1.884167, -1.612716], [-1.649774, 0.706140, 0.801038], [0.427989, 1.024421, 3.203822], [1.400248, -1.195978, 4.578770], [10.404626, -3.650045, -0.121521], [-6.668526, 5.115353, 0.138791], [1.415260, -2.158646, 2.306523], [1.056404, 2.621814, 1.796067], [-0.158540, -0.203119, 2.834790], [4.241137, 0.013981, 0.502633], [-4.500878, -1.309107, -1.086111], [-2.994445, 0.124722, -2.680265], [-6.740797, -1.622899, -3.758924], [3.337420, 0.428092, 3.112488], [8.302103, -3.021333, 0.860849], [-3.272644, -1.218207, -2.003851], [-7.453292, 6.108620, 2.187318], [1.333131, 1.590443, 2.270078], [9.985822, -3.542083, -2.620087], [9.773120, -2.679441, 0.610363], [-7.721320, 5.778414, 0.715850], [3.050704, 0.693618, 0.710372], [10.927982, -3.395140, -1.414109], [-6.562196, 2.633567, 0.640023], [-7.794738, 1.960994, 1.248057], [4.535194, -0.241953, 2.898068], [-6.608663, -1.149334, -2.308796], [2.602253, 0.882505, 2.016602], [-6.788465, 3.790657, -0.346670], [4.972194, -0.450424, 1.595721], [9.353495, -2.271318, -3.192882], [-7.105031, -2.651751, -3.785751], [4.572994, -0.154310, -0.507370], [10.126131, -1.582043, -3.544647], [-7.704591, 3.654049, -0.921789], [-8.419859, 1.524132, 0.463906], [5.128211, -0.590412, 3.726033], [2.999169, 0.588288, 4.121868], [5.882298, -0.975505, 1.384123], [8.215847, -3.930904, 1.457713], [-4.698023, -0.361389, -0.587476], [-5.969990, 3.705324, -1.059638], [11.476999, -2.453878, -1.445916], [-6.601374, 6.786377, 2.269591], [0.403640, -0.430183, 0.315594], [2.451908, 1.093896, -0.091532], [-2.831928, 0.902012, -1.928188], [11.668728, -4.181176, -1.548864], [-1.292511, -1.609044, 1.189719], [-4.208355, -2.005565, -0.302027]], "forces_ev_per_angstrom": [[0.73, 0.48, 0.14], [-1.29, 0.26, -0.55], [-0.10, -0.03, -0.02], [0.04, -0.05, 0.06], [0.01, 0.04, 0.11], [0.02, 0.07, 0.03], [0.04, 0.06, -0.03], [-0.05, -0.07, 0.02], [0.00, 0.01, -0.03], [-0.16, 0.03, -0.03], [-0.05, 0.11, -0.02], [-0.05, -0.03, 0.03], [0.05, -0.01, 0.05], [-0.01, 0.08, -0.03], [-0.05, -0.03, -0.03], [0.03, -0.02, 0.11], [0.06, 0.09, -0.04], [0.12, 0.10, -0.08], [-0.58, -0.51, 0.12], [-0.02, -0.05, -0.06], [-0.09, -0.06, 0.02], [0.16, -0.12, 0.11], [0.01, -0.08, -0.20], [0.23, -0.09, 0.04], [-0.01, 0.00, 0.03], [0.05, 0.10, 0.00], [0.01, 0.04, -0.05], [0.25, 0.02, -0.61], [0.07, 0.38, 0.05], [-0.60, 0.02, 0.29], [-0.22, 0.03, 0.20], [-0.58, 0.03, -0.22], [-0.02, -0.19, 0.60], [-0.22, -0.19, -0.24], [-0.70, 1.62, -0.58], [1.00, -0.39, -0.44], [-0.43, 0.17, 0.33], [-0.11, 0.02, 0.66], [0.25, 0.23, 0.01], [-0.10, -0.12, -0.20], [0.39, -0.17, -0.29], [-0.32, -0.16, 0.07], [-0.45, -0.23, -0.27], [0.07, 0.10, 0.21], [0.74, -0.83, -0.03], [-0.24, -0.27, 0.39], [0.47, -0.01, -0.15], [0.05, -0.17, -0.47], [0.08, 0.05, 0.50], [0.63, -0.01, 0.10], [0.21, 0.48, 0.25], [-0.08, -0.28, 0.03], [-0.12, 0.24, -0.50], [0.20, 0.03, 0.55], [0.08, -0.66, 0.60], [0.02, 0.07, -0.65], [-0.27, 0.12, -0.37], [-0.04, 0.10, -0.28], [-0.02, 0.01, 0.04], [0.21, -0.08, -0.12], [0.01, -0.01, 0.04], [-0.13, -0.07, 0.20], [0.01, 0.04, -0.01], [0.05, -0.06, 0.17], [-0.18, 0.08, 0.05], [0.20, -0.11, 0.17], [0.10, 0.03, 0.05], [0.04, 0.15, -0.19], [0.05, -0.02, 0.05], [-0.20, 0.13, -0.06], [-0.01, 0.01, -0.05], [0.27, -0.08, 0.35], [0.02, -0.01, -0.27], [-0.03, -0.04, 0.03], [-0.05, -0.06, -0.02], [0.52, -0.19, 0.37], [0.03, -0.05, -0.04]], "energy_ev": -129051.3962, "spin_multiplicity": 1, "homo_ev": -10.03, "orbital_gap_ev": 10.0278}

=====

Record 9
{"formula": "CuIZn2", "method": "ωB97M-V/def2-TZVPD", "elements": ["I", "Zn", "Zn", "Cu"], "positions_angstrom": [[-0.322136, 0.015819, 0.062609], [-0.324031, -0.409481, -2.607810], [0.029721, 2.805546, 1.359302], [0.616446, -2.411884, 1.185899]], "forces_ev_per_angstrom": [[-0.40, -0.47, 0.15], [-0.11, 0.03, -1.50], [0.16, 1.35, 0.63], [0.36, -0.91, 0.72]], "energy_ev": -149491.3966, "spin_multiplicity": 2, "homo_ev": [-33.69, -33.23], "orbital_gap_ev": [7.9068, 5.7505], "charge": 5, "de_lowest_kcal_mol": 98.26, "s_squared": 0.762}